(P)
The following is a DFT calculation (wB97M-V/def2-TZVPD) of 10 unconnected molecules or ions with the total composition H20O10.

Last columns: bonded neighbours and bond lengths (Å).
Geometry (Å):
1 O 0.34 -0.08 0.10  H2 0.961, H3 0.996
2 H -0.29 0.37 0.67  O1 0.961
3 H 1.21 0.31 0.37  O1 0.996
4 O 0.08 2.14 -1.25  H5 0.950, H6 1.028
5 H 0.26 2.24 -2.18  O4 0.950
6 H -0.79 1.58 -1.28  O4 1.028
7 O -1.66 4.21 1.58  H8 0.961, H9 0.992
8 H -0.83 4.16 2.05  O7 0.961
9 H -1.68 5.03 1.01  O7 0.992
10 O 0.04 -2.38 2.63  H11 1.010, H12 0.913
11 H 0.81 -3.02 2.59  O10 1.010
12 H -0.66 -2.80 3.04  O10 0.913
13 O 1.29 0.08 -1.95  H14 0.981, H15 1.035
14 H 1.90 -0.19 -1.23  O13 0.981
15 H 0.66 -0.73 -1.92  O13 1.035
16 O 4.90 -0.32 0.22  H17 1.033, H18 0.925
17 H 5.13 -0.96 1.00  O16 1.033
18 H 4.01 -0.08 0.28  O16 0.925
19 O -4.40 -1.83 -0.61  H20 0.907, H21 0.990
20 H -4.82 -2.60 -0.35  O19 0.907
21 H -3.51 -2.01 -0.22  O19 0.990
22 O 0.35 -3.06 -0.77  H23 0.965, H24 0.994
23 H 1.20 -3.03 -1.21  O22 0.965
24 H 0.16 -4.04 -0.73  O22 0.994
25 O 3.14 1.86 -0.29  H26 0.974, H27 1.004
26 H 3.64 1.20 -0.81  O25 0.974
27 H 2.96 1.33 0.54  O25 1.004
28 O -4.87 0.85 -0.44  H29 0.954, H30 0.973
29 H -4.24 0.26 -0.86  O28 0.954
30 H -4.32 1.51 0.03  O28 0.973

As for the total charge: 0. Its SMILES is O.O.O.O.O.O.O.O.O.O. For the orbital gap, the calculation gives 9.44 eV. The spin multiplicity is 1.

(Q)
The following is a DFT calculation (wB97M-V/def2-TZVPD) of 10 unconnected molecules or ions with the total composition H20O10.

Last columns: bonded neighbours and bond lengths (Å).
Geometry (Å):
1 O 0.42 -3.13 -1.38  H2 0.960, H3 0.910
2 H -0.42 -2.90 -1.78  O1 0.960
3 H 1.01 -3.18 -2.07  O1 0.910
4 O -3.16 -0.13 1.02  H5 0.997, H6 0.953
5 H -2.24 0.25 1.07  O4 0.997
6 H -3.31 -0.93 1.51  O4 0.953
7 O 4.47 0.25 0.14  H8 0.952, H9 0.934
8 H 4.06 -0.07 0.95  O7 0.952
9 H 3.71 0.66 -0.22  O7 0.934
10 O 2.07 3.24 -0.15  H11 0.998, H12 0.945
11 H 1.51 4.04 -0.34  O10 0.998
12 H 1.58 2.78 0.51  O10 0.945
13 O -0.34 1.01 -3.95  H14 0.952, H15 0.930
14 H 0.13 1.84 -4.02  O13 0.952
15 H 0.01 0.23 -3.59  O13 0.930
16 O 1.49 0.01 3.50  H17 0.963, H18 0.949
17 H 0.79 0.67 3.45  O16 0.963
18 H 1.56 -0.61 2.79  O16 0.949
19 O -1.91 1.38 -0.95  H20 1.022, H21 0.964
20 H -2.39 2.16 -1.42  O19 1.022
21 H -1.74 0.78 -1.68  O19 0.964
22 O 0.55 -3.15 1.92  H23 1.016, H24 0.963
23 H -0.08 -2.85 1.19  O22 1.016
24 H 0.87 -2.43 2.47  O22 0.963
25 O -0.85 1.78 1.33  H26 1.071, H27 1.020
26 H -1.20 2.20 0.41  O25 1.071
27 H -0.46 2.67 1.64  O25 1.020
28 O -1.76 -1.99 -1.04  H29 1.014, H30 1.001
29 H -2.47 -2.68 -1.26  O28 1.014
30 H -1.90 -1.89 -0.05  O28 1.001

As for the total charge: 0. Its SMILES is O.O.O.O.O.O.O.O.O.O. For the orbital gap, the calculation gives 10.96 eV. The spin multiplicity is 1.

The structure with the most favorable energy is (Q); the runner-up is 0.0476 hartree above it.